[1]
Computed, not measured: a single C18H22N8O3 molecule in a non-equilibrium geometry, with ωB97M-V with the def2-TZVPD basis set.

Values from the calculation:
* net charge: 0
* 2S+1: 1
* SMILES: C[C@@](CO)(CNC(=O)c1cn2cnnc2cn1)NC(=O)Cc1cncn1C1CC1

Atoms and positions in Å:
C  -1.025  -0.402  0.824
C  -0.133  -0.273  -0.393
C  0.747  0.951  -0.267
O  0.073  2.107  0.149
C  0.816  -1.447  -0.527
N  0.137  -2.689  -0.748
C  0.817  -3.803  -1.089
O  2.013  -3.851  -1.289
C  -0.028  -5.020  -1.205
C  0.525  -6.096  -1.743
N  -0.254  -7.204  -1.829
C  -0.080  -8.460  -2.301
N  -1.172  -9.143  -2.126
N  -2.086  -8.369  -1.540
C  -1.538  -7.206  -1.363
C  -2.022  -6.003  -0.795
N  -1.312  -4.966  -0.734
N  -0.912  -0.228  -1.639
C  -1.762  0.747  -2.032
O  -1.982  1.772  -1.395
C  -2.321  0.586  -3.438
C  -2.619  -0.775  -3.887
C  -1.972  -1.632  -4.719
N  -2.697  -2.812  -4.841
C  -3.770  -2.648  -4.105
N  -3.765  -1.440  -3.498
C  -4.754  -0.882  -2.641
C  -5.805  -1.744  -2.056
C  -4.718  -1.207  -1.185
H  -0.416  -0.407  1.729
H  -1.711  0.439  0.885
H  -1.614  -1.322  0.799
H  1.520  0.750  0.476
H  1.252  1.100  -1.239
H  -0.772  2.157  -0.328
H  1.511  -1.267  -1.352
H  1.421  -1.521  0.379
H  -0.854  -2.777  -0.584
H  1.539  -6.127  -2.107
H  0.833  -8.809  -2.747
H  -3.028  -5.959  -0.393
H  -0.779  -0.991  -2.292
H  -3.202  1.224  -3.508
H  -1.571  1.024  -4.104
H  -1.042  -1.458  -5.237
H  -4.581  -3.348  -3.987
H  -5.031  0.115  -2.928
H  -6.789  -1.326  -1.967
H  -5.810  -2.790  -2.288
H  -3.963  -1.895  -0.852
H  -4.939  -0.424  -0.482

---

[2]
Computed, not measured: 2 unconnected molecules or ions with the total composition C4H6N2O in a non-equilibrium geometry, with ωB97M-V with the def2-TZVPD basis set.

Values from the calculation:
* net charge: 0
* 2S+1: 1

Atoms and positions in Å:
C  0.931  1.246  0.329
C  1.166  -1.938  0.120
C  -0.398  1.941  0.551
C  -0.801  -1.473  -1.322
N  0.777  1.842  1.475
N  0.090  -1.555  -0.216
O  2.208  -2.203  0.564
H  -0.470  2.869  -0.003
H  -1.289  1.358  0.779
H  -1.688  -1.898  -1.014
H  -0.970  -0.379  -1.395
H  -0.512  -1.843  -2.301
H  0.957  2.032  2.434

---

Calculated relative energy (zero: lowest compared OMol25 entry of this formula, charge and spin), 0.7105 4.7370 eV (same order as the records).
Calculated LUMO energy, -0.169 0.941 eV (same order as the records).